[1]
Here is a structure of composition C30H39ClLaPSi2 in a non-equilibrium geometry from the Open Molecules 2025 dataset. Energies are from the ωB97M-V functional and the def2-TZVPD basis.

```
74
C30H39ClLaPSi2 | the Open Molecules 2025 dataset | the ωB97M-V functional and the def2-TZVPD basis
La 0.33 -0.84 0.17
Cl 2.26 0.53 0.32
P 0.35 -0.53 -2.09
Si 0.33 2.33 2.79
Si -1.39 0.07 4.17
C 1.28 -2.28 -4.13
C 1.43 -2.48 1.23
C -0.79 -2.14 1.60
C 0.56 3.43 1.30
C 1.18 1.26 -4.08
C -2.09 -0.02 -3.38
C -0.10 0.03 5.53
C 3.56 -3.05 -4.27
C 0.49 -1.98 2.17
C -0.66 -2.78 0.33
C 0.58 3.53 -2.62
C -3.80 -1.67 -3.77
C 2.27 -3.02 -4.78
C -0.71 0.75 2.43
C -1.26 -1.00 -2.83
C 0.38 2.28 -2.06
C -3.35 -0.36 -3.84
C -0.47 3.50 4.01
C 3.86 -2.33 -3.12
C 0.67 1.14 -2.79
C 1.58 -1.57 -2.97
C -2.98 -2.65 -3.22
C -1.72 -2.31 -2.75
C -2.21 -1.62 4.37
C 1.09 3.65 -3.91
C 2.04 1.96 3.48
C 1.38 2.51 -4.64
C -2.83 1.15 4.74
C 2.88 -1.60 -2.47
C 0.73 -3.00 0.11
H 2.64 1.35 2.78
H -3.65 1.07 4.00
H -0.43 3.68 0.86
H 1.99 1.42 4.44
H 4.32 -3.62 -4.78
H -3.11 -1.70 3.72
H -0.01 2.20 -1.06
H 1.06 4.37 1.62
H 0.72 -1.49 3.10
H 4.87 -2.35 -2.73
H -0.54 3.04 5.01
H 0.74 -0.64 5.25
H -1.50 -2.44 4.19
H 3.13 -1.04 -1.58
H -4.78 -1.93 -4.13
H 1.18 -3.47 -0.75
H 1.78 2.59 -5.64
H 0.28 -2.25 -4.54
H -1.08 -3.08 -2.33
H -3.32 -3.67 -3.16
H -1.47 -3.06 -0.32
H -1.71 -1.78 2.02
H -0.57 -0.36 6.46
H 1.21 2.95 0.56
H 2.57 2.92 3.65
H -2.57 2.20 4.88
H -1.64 1.08 1.93
H 2.50 -2.43 1.33
H 0.16 4.41 4.10
H 0.28 1.04 5.75
H 2.02 -3.56 -5.68
H -1.47 3.81 3.63
H -3.99 0.41 -4.26
H 1.25 4.63 -4.34
H -2.56 -1.72 5.42
H -3.20 0.76 5.72
H 1.43 0.37 -4.65
H -1.75 1.00 -3.44
H 0.36 4.42 -2.04
```

Results
Largest force on an atom (eV/A): 18.56
Total charge: 0
Gap between HOMO and LUMO (eV): 6.40
2S+1: 1

***

[2]
Here is a structure of composition C30H39F4N5OSe4SiTa from the Open Molecules 2025 dataset. Energies are from the ωB97M-V functional and the def2-TZVPD basis.

```
85
C30H39F4N5OSe4SiTa | the Open Molecules 2025 dataset | the ωB97M-V functional and the def2-TZVPD basis
Ta -0.94 0.10 1.56
Se -4.01 -0.32 2.26
Se -2.83 0.73 3.93
Se -2.44 -2.00 1.75
Se -3.35 0.90 0.37
Si 0.28 0.24 -1.84
F -0.18 -1.14 5.93
F 0.11 -3.65 6.67
F 0.51 -2.41 1.44
F 0.78 -4.96 2.21
O -0.82 2.09 1.55
N 2.10 1.72 2.30
N 0.20 -0.34 3.16
N -1.29 -2.10 -1.51
N -1.31 3.89 0.30
N -2.21 3.64 2.42
C -0.07 2.95 -2.58
C 2.06 0.71 -3.99
C -1.04 -4.40 -2.46
C -1.47 3.20 1.42
C -0.76 4.11 -2.94
C 0.24 -3.36 5.38
C 3.29 0.86 -4.61
C -2.83 2.89 -2.83
C 4.46 0.80 -3.86
C 4.39 0.58 -2.50
C 3.21 0.79 2.45
C 0.48 -4.38 4.48
C -0.95 -3.49 -1.23
C 0.59 -4.03 3.15
C -2.25 -4.02 -3.33
C 1.37 1.91 3.54
C 0.48 -2.71 2.76
C -3.28 -3.28 -2.49
C 0.51 0.12 0.02
C 1.97 0.50 -2.61
C 3.15 0.43 -1.88
C -0.32 -1.46 -2.40
C 0.80 0.63 4.12
C -2.13 1.74 -2.48
C -0.74 1.75 -2.34
C -2.15 4.08 -3.05
C -2.69 -1.98 -1.96
C 0.26 -1.67 3.65
C 2.54 2.99 1.75
C 0.12 -2.04 4.99
H 0.57 -5.41 4.80
H -0.80 3.48 -0.47
H -4.18 -3.05 -3.07
H -1.86 4.71 0.11
H 0.59 2.64 3.35
H -0.64 -1.47 -3.46
H 1.01 2.99 -2.52
H 0.06 0.91 4.88
H 2.01 2.34 4.33
H -2.69 4.97 -3.34
H -3.31 -1.60 -1.14
H 3.12 0.26 -0.81
H 5.42 0.91 -4.35
H 5.30 0.53 -1.91
H -2.78 4.46 2.31
H 1.59 0.09 4.64
H 1.67 3.64 1.60
H -1.63 -3.85 -0.45
H -0.12 -4.34 -3.04
H 0.61 -2.04 -2.38
H -1.12 -5.44 -2.12
H -2.68 0.82 -2.34
H 1.13 0.98 0.33
H 1.16 0.78 -4.59
H -2.68 -4.91 -3.80
H 3.34 1.02 -5.68
H 3.93 1.11 3.22
H 3.01 2.82 0.78
H 3.25 3.51 2.40
H -1.93 -3.37 -4.15
H -3.91 2.85 -2.94
H -2.73 -1.23 -2.76
H -2.50 2.94 3.11
H -3.61 -3.92 -1.66
H 0.05 -3.53 -0.80
H 1.14 -0.76 0.16
H 2.85 -0.21 2.70
H -0.22 5.02 -3.14
H 3.75 0.72 1.50
```

Results
Largest force on an atom (eV/A): 0.14
Total charge: +1
Gap between HOMO and LUMO (eV): 6.47
2S+1: 1
Energy above the lowest of the compared OMol25 structures with the same formula, charge and spin (kcal per mole): 32.9

***

[3]
Here is a structure of composition C30H39FN6O11P2S2Sn in a non-equilibrium geometry from the Open Molecules 2025 dataset. Energies are from the ωB97M-V functional and the def2-TZVPD basis.

```
92
C30H39FN6O11P2S2Sn | the Open Molecules 2025 dataset | the ωB97M-V functional and the def2-TZVPD basis
Sn 1.74 -1.27 -0.80
S -0.44 -1.97 3.38
S 0.13 1.76 -2.01
P -0.77 -1.21 -3.67
P 1.61 -2.85 -3.85
F 2.77 -0.08 -2.15
O -0.45 -3.14 -0.34
O -0.21 -0.76 -2.34
O -0.01 -2.59 -4.02
O -2.24 -1.35 -3.82
O 2.22 -1.43 -4.37
O 1.94 -2.94 -2.37
O 0.03 1.44 -0.54
O 5.45 -1.87 1.96
O -0.22 -0.19 -4.81
O 3.62 -1.98 0.65
O 1.94 -3.97 -4.75
N 1.39 -4.01 1.79
N 2.49 0.05 2.21
N -2.55 -2.65 -1.00
N -1.45 -4.56 -1.82
N 0.34 -4.40 2.62
N -1.37 -4.36 4.10
C 4.31 -1.52 1.62
C 1.93 0.98 3.05
C 3.86 0.91 4.49
C -2.33 3.05 -1.68
C 1.24 3.96 -0.68
C -2.48 -1.31 -0.42
C -0.48 -3.63 3.33
C 1.91 2.37 5.05
C 3.67 -0.42 2.51
C 0.67 2.84 4.73
C -1.42 -3.41 -1.05
C -1.58 2.11 -2.58
C 0.71 3.57 -2.02
C 4.41 0.00 3.65
C -1.94 -4.51 -3.21
C -3.83 -3.02 -1.54
C 0.64 1.48 2.73
C -2.78 4.28 -2.15
C -3.26 3.60 0.49
C 0.04 2.39 3.54
C -2.59 2.72 -0.35
C 2.57 1.43 4.22
C -0.30 -5.45 -1.65
C -3.47 5.16 -1.33
C 2.22 4.62 1.86
C -3.71 4.83 0.00
C 0.55 4.85 0.14
C 2.41 3.37 -0.19
C 1.04 5.19 1.40
C 2.89 3.70 1.07
H 0.73 -0.39 -4.93
H 0.19 1.14 1.81
H 4.39 1.25 5.38
H 0.27 -5.40 2.72
H 0.49 5.88 2.02
H -2.04 1.12 -2.63
H 1.89 -3.23 2.19
H -0.56 -6.42 -2.08
H -1.45 -1.01 -0.31
H -1.67 -5.25 3.73
H 1.50 3.55 -2.77
H -0.38 5.29 -0.22
H -0.07 -5.57 -0.60
H -2.73 -5.24 -3.37
H 1.02 -3.70 0.90
H 2.60 4.88 2.84
H -2.12 -3.78 4.44
H -1.11 -4.72 -3.89
H -0.94 2.79 3.28
H -2.60 4.55 -3.19
H 3.80 3.22 1.44
H 5.39 -0.43 3.80
H -2.23 1.77 0.04
H 0.17 3.55 5.37
H 2.53 -0.88 -3.59
H 2.42 2.71 5.95
H -4.61 -2.70 -0.83
H -4.02 -2.53 -2.50
H 2.92 2.63 -0.80
H -3.91 -4.10 -1.66
H -2.98 -1.28 0.55
H -2.29 -3.51 -3.46
H -3.44 3.33 1.52
H -1.46 2.50 -3.59
H -0.11 4.21 -2.34
H -2.97 -0.61 -1.11
H -3.83 6.11 -1.72
H 0.60 -5.06 -2.15
H -4.26 5.51 0.65
```

Results
Largest force on an atom (eV/A): 1.09
Total charge: -2
Gap between HOMO and LUMO (eV): 6.94
2S+1: 1
Energy above the lowest of the compared OMol25 structures with the same formula, charge and spin (kcal per mole): 0.0

***

[4]
Here is a structure of composition C30H39GeN3SiV in a non-equilibrium geometry from the Open Molecules 2025 dataset. Energies are from the ωB97M-V functional and the def2-TZVPD basis.

```
75
C30H39GeN3SiV | the Open Molecules 2025 dataset | the ωB97M-V functional and the def2-TZVPD basis
Ge 0.30 1.51 -1.30
V -0.73 -1.16 0.46
Si -3.20 1.03 1.52
N -2.38 -0.31 0.67
N -1.99 -2.49 0.46
N 3.95 -2.09 0.18
C 4.68 -2.99 -0.72
C 2.10 0.61 -3.52
C -3.63 -4.16 0.29
C 0.35 -0.58 2.86
C 2.03 -1.88 1.74
C 4.08 2.51 -3.02
C -4.75 1.66 0.61
C -0.85 5.59 -1.28
C -0.75 3.22 -1.60
C -1.17 -4.76 0.25
C -0.19 4.39 -1.11
C 1.07 -0.64 4.05
C -2.00 3.23 -2.22
C 4.19 1.64 -4.09
C -1.80 2.34 1.63
C -3.56 0.26 3.23
C 3.21 0.70 -4.35
C -4.63 -3.19 0.33
C -2.29 -3.78 0.34
C 2.98 2.43 -2.18
C -2.94 -1.52 0.51
C 2.61 -2.63 0.56
C 2.76 -1.91 2.93
C 2.29 -1.29 4.08
C -2.65 4.44 -2.39
C -4.30 -1.85 0.43
C 1.98 1.49 -2.44
C 3.82 -0.74 -0.40
C -2.09 5.61 -1.90
C 0.81 -1.19 1.68
H 1.95 -2.57 -0.31
H 3.30 0.03 -5.19
H 2.75 -3.68 0.84
H -2.63 6.54 -1.99
H -5.67 -3.48 0.28
H -0.22 -4.24 0.07
H 0.77 4.37 -0.60
H -5.13 2.53 1.13
H -4.56 1.95 -0.42
H 1.33 -0.12 -3.72
H 3.26 -0.09 0.28
H 4.86 -3.95 -0.24
H 2.90 3.09 -1.32
H 4.81 -0.31 -0.57
H -3.60 4.46 -2.90
H -2.98 -0.64 3.42
H -1.10 -5.34 1.17
H -4.61 -0.02 3.30
H 2.86 -1.33 4.99
H 0.66 -0.20 4.94
H 4.12 -3.15 -1.64
H 3.70 -2.44 2.99
H -5.55 0.93 0.60
H -0.59 -0.04 2.86
H -3.87 -5.21 0.19
H 4.49 -2.00 1.05
H -1.34 -5.47 -0.56
H -0.26 -1.19 -0.97
H 4.85 3.24 -2.82
H 5.07 1.68 -4.73
H 3.29 -0.80 -1.35
H -2.43 2.31 -2.61
H -2.11 3.26 1.16
H -1.56 2.58 2.66
H -5.04 -1.08 0.43
H -0.87 2.00 1.15
H -0.40 6.50 -0.93
H 5.65 -2.56 -0.98
H -3.37 0.95 4.04
```

Results
Largest force on an atom (eV/A): 2.66
Total charge: +3
Gap between HOMO and LUMO (spin up / spin down) (eV): 6.37 / 5.23
2S+1: 3
Expectation value of S²: 2.03

***

[5]
Here is a structure of composition C30H39MnN9O2S2Sb2 from the Open Molecules 2025 dataset. Energies are from the ωB97M-V functional and the def2-TZVPD basis.

```
85
C30H39MnN9O2S2Sb2 | the Open Molecules 2025 dataset | the ωB97M-V functional and the def2-TZVPD basis
Sb 1.50 -1.26 2.26
Sb 1.86 -1.08 -1.73
Mn -0.39 -0.49 0.01
S 1.16 2.74 1.12
S -2.99 1.75 -0.75
O -1.62 1.15 -0.52
O 1.02 1.34 0.56
N -1.89 -1.10 2.69
N -3.70 -2.16 2.16
N -1.77 -2.88 -3.19
N -3.35 -2.40 -0.18
N -1.36 -1.81 -1.37
N -2.80 -3.13 -2.38
N -1.84 -1.31 1.35
N -0.91 -2.11 -2.62
N -2.98 -1.60 3.15
C 2.02 -0.43 -3.75
C 3.58 -0.72 1.96
C -2.97 -1.97 1.08
C 5.29 -2.52 -0.92
C -2.59 3.23 -1.71
C -3.75 -0.52 -4.00
C 1.81 -3.07 3.33
C 0.96 3.90 -0.27
C -1.51 4.01 -0.96
C -2.49 3.56 3.71
C 4.36 -1.69 1.15
C -3.80 0.78 -1.99
C 4.51 -1.57 -0.25
C -0.31 3.07 2.09
C -2.23 2.27 3.28
C -0.54 4.37 2.55
C -3.09 0.29 -3.08
C -1.12 2.03 2.47
C 1.24 0.01 3.96
C -5.13 0.48 -1.79
C -1.65 4.61 3.35
C -2.52 -2.46 -1.27
C -5.79 -0.32 -2.72
C 3.85 -0.50 -1.06
C -0.10 3.54 -1.30
C 5.89 -3.58 -0.26
C 2.22 -3.15 -2.00
C 5.73 -3.70 1.12
C -5.09 -0.81 -3.81
C 4.98 -2.76 1.80
H 3.07 -3.31 -2.67
H -2.27 2.92 -2.70
H -2.85 1.44 3.57
H 0.22 -0.10 4.33
H 1.14 -0.77 -4.28
H 4.87 -2.84 2.87
H -2.03 0.49 -3.19
H 4.00 -0.64 2.97
H 3.74 0.44 -0.51
H 2.24 -3.82 2.67
H -3.20 -0.95 -4.82
H -4.15 -3.01 -0.20
H 6.20 -4.52 1.65
H 4.43 -0.30 -1.96
H -3.53 3.79 -1.80
H 0.84 -3.43 3.69
H -1.69 3.92 0.12
H 2.07 0.66 -3.79
H 1.41 1.05 3.69
H 3.57 0.28 1.53
H 1.95 3.91 -0.71
H 5.42 -2.42 -1.99
H -1.84 5.61 3.71
H -5.65 0.83 -0.91
H -0.92 1.01 2.18
H 1.32 -3.58 -2.43
H 0.80 4.88 0.19
H 2.47 -2.91 4.18
H -6.83 -0.57 -2.57
H 2.92 -0.85 -4.21
H -0.08 2.46 -1.45
H 1.95 -0.28 4.74
H -1.61 5.07 -1.19
H -3.35 3.76 4.34
H 6.49 -4.30 -0.81
H 0.13 5.18 2.30
H -5.60 -1.46 -4.52
H 2.43 -3.62 -1.04
H 0.21 3.99 -2.26
```

Results
Largest force on an atom (eV/A): 0.13
Total charge: 0
Gap between HOMO and LUMO (spin up / spin down) (eV): 7.52 / 7.69
2S+1: 6
Expectation value of S²: 8.75
Energy above the lowest of the compared OMol25 structures with the same formula, charge and spin (kcal per mole): 0.5

***

[6]
Here is a cluster of 2 separate species, C30H39N3O3 in total in a non-equilibrium geometry from the Open Molecules 2025 dataset. Energies are from the ωB97M-V functional and the def2-TZVPD basis.

```
75
C30H39N3O3 | the Open Molecules 2025 dataset | the ωB97M-V functional and the def2-TZVPD basis
O -2.58 -2.37 -4.58
O 2.62 0.93 0.32
O 1.45 -2.75 0.92
N -2.44 -0.32 -3.55
N -0.30 4.64 5.02
N -1.24 -0.83 -1.71
C 3.48 -1.91 -0.04
C -0.14 3.53 4.22
C 0.08 3.64 2.82
C 2.33 -1.88 0.92
C -1.41 4.74 5.95
C -0.19 2.23 4.79
C -0.05 1.21 2.58
C -1.27 -2.06 -2.52
C -3.11 0.85 -1.46
C -1.01 1.50 -2.66
C -3.26 0.35 -4.53
C -0.65 -0.88 -0.50
C -0.49 0.19 0.38
C 0.41 -3.62 -5.20
C -0.33 -6.10 -4.13
C -0.02 1.11 3.99
C -0.09 0.05 1.71
C 0.50 5.84 4.89
C -1.94 0.32 -2.32
C 2.28 -1.20 3.35
C 3.36 1.48 2.53
C 2.78 0.55 1.49
C -2.15 -1.65 -3.68
C 2.28 -0.77 1.93
C 0.24 -4.72 -6.04
C 0.12 -3.73 -3.83
C -0.19 -4.99 -3.29
C -0.17 -5.95 -5.51
C 0.03 2.51 2.02
C 0.14 -2.51 -2.95
H -4.25 0.58 -4.12
H -0.58 -7.07 -3.70
H -0.36 1.75 -1.81
H -0.27 -1.87 -0.22
H -1.90 3.77 6.06
H 1.91 -0.41 4.00
H 3.25 -1.55 3.76
H -0.38 -6.79 -6.18
H 0.71 -2.70 -2.03
H 0.16 4.63 2.36
H -0.69 1.20 -0.02
H -0.33 -5.08 -2.20
H 3.67 -0.90 -0.40
H -2.78 1.28 -4.88
H 3.24 2.51 2.17
H 4.39 -2.27 0.45
H -3.94 0.13 -1.47
H 4.43 1.27 2.66
H -0.02 6.63 4.32
H -1.63 2.37 -2.90
H -3.38 -0.32 -5.38
H 0.62 -1.66 -3.48
H -1.03 5.08 6.92
H 0.41 -4.60 -7.12
H -0.33 2.12 5.87
H -2.78 1.03 -0.43
H -2.14 5.49 5.58
H 1.59 -2.06 3.39
H 0.07 0.13 4.46
H -3.46 1.80 -1.90
H 2.86 1.38 3.49
H 0.05 2.64 0.94
H 3.23 -2.55 -0.88
H -1.77 -2.88 -1.96
H 0.69 6.24 5.90
H -0.38 1.26 -3.53
H 1.46 5.62 4.41
H -0.16 -0.95 2.15
H 0.74 -2.65 -5.59
```

Results
Largest force on an atom (eV/A): 2.23
Total charge: 0
Gap between HOMO and LUMO (eV): 5.94
2S+1: 1
Energy above the lowest of the compared OMol25 structures with the same formula, charge and spin (kcal per mole): 0.0